Record 1
Entry from the Open Molecules 2025 dataset: a structure of composition C40H52FN6O5Si2TeV (ωB97M-V/def2-TZVPD).

Calculated values
Charge   +2
Gap between HOMO and LUMO (spin up / spin down)   6.1 / 6.0 eV
E_LUMO (spin up / spin down)   -5.05 / -5.12 eV
ΔE to the lowest compared entry with this formula, charge and spin   0.233 eV
HOMO (spin up / spin down)   -11.14 / -11.15 eV
2S+1   3

Positions of all 108 atoms, in Å:
V (-0.4757, -0.3545, 0.8325)
C (4.6294, 4.6671, -2.1210)
C (4.3567, 4.5990, -0.6278)
N (3.1178, 3.8641, -0.3170)
C (3.2036, 2.5731, 0.0216)
C (2.1365, 1.7578, 0.2933)
C (2.4590, 0.3379, 0.6801)
O (3.6050, -0.0477, 0.6843)
O (1.4218, -0.3864, 0.9909)
C (0.8265, 2.2869, 0.2181)
O (-0.2371, 1.6431, 0.4273)
C (0.7248, 3.6929, -0.1594)
C (-0.5363, 4.2890, -0.2573)
C (-0.6470, 5.6053, -0.5958)
F (-1.8714, 6.1638, -0.6222)
C (0.4776, 6.3947, -0.8992)
C (1.7229, 5.7986, -0.8126)
C (1.8674, 4.4598, -0.4249)
N (0.3990, 7.7532, -1.2951)
C (-0.8257, 8.2823, -1.8905)
C (-0.5196, 9.6747, -2.4675)
N (0.9573, 9.7807, -2.7086)
C (1.7187, 9.7821, -1.4063)
C (1.0607, 8.7574, -0.4721)
H (5.5483, 5.2230, -2.3038)
H (3.8172, 5.1542, -2.6616)
H (4.7544, 3.6660, -2.5328)
H (4.2911, 5.5866, -0.1731)
H (5.1623, 4.0780, -0.1151)
H (4.1976, 2.1464, 0.0881)
H (-1.4199, 3.7051, -0.0352)
H (2.5887, 6.3861, -1.0814)
H (-1.6459, 8.3914, -1.1779)
H (-1.1542, 7.6068, -2.6791)
H (-0.7723, 10.4760, -1.7758)
H (-1.0391, 9.8500, -3.4061)
H (1.1796, 10.6153, -3.2517)
H (1.2526, 8.9676, -3.2517)
H (1.6844, 10.7935, -1.0067)
H (2.7494, 9.5270, -1.6438)
H (0.3460, 9.2503, 0.1976)
H (1.8208, 8.2976, 0.1532)
C (-5.5798, 6.8087, 2.7935)
O (-6.5734, 5.9541, 3.3165)
C (-6.1671, 4.8664, 4.0186)
C (-7.1826, 4.0873, 4.5754)
C (-6.8677, 2.9712, 5.3199)
C (-5.5387, 2.5820, 5.4638)
C (-4.5291, 3.3680, 4.9368)
C (-4.8355, 4.5159, 4.2187)
N (-5.2550, 1.4412, 6.2889)
N (-4.5114, 0.5294, 5.8964)
C (-4.0004, 0.4813, 4.5563)
C (-4.8028, 0.4737, 3.4470)
C (-4.2832, 0.2754, 2.1509)
C (-2.9406, 0.0688, 1.9701)
O (-2.3389, -0.1012, 0.7825)
C (-2.1040, 0.0562, 3.1170)
N (-0.7756, -0.1439, 2.8692)
C (0.0753, -0.1539, 3.8750)
C (-0.3449, 0.0251, 5.2020)
C (-1.6757, 0.2140, 5.4721)
C (-2.6072, 0.2438, 4.4110)
H (-6.1105, 7.6128, 2.2912)
H (-4.9470, 6.2848, 2.0700)
H (-4.9575, 7.2261, 3.5899)
H (-8.2094, 4.3954, 4.4322)
H (-7.6456, 2.3823, 5.7884)
H (-3.4930, 3.0999, 5.1023)
H (-4.0331, 5.1297, 3.8356)
H (-5.8670, 0.6363, 3.5616)
H (-4.9429, 0.2838, 1.2938)
H (1.1166, -0.3180, 3.6253)
H (0.3879, -0.0032, 5.9956)
H (-2.0284, 0.3330, 6.4889)
C (2.0841, -5.3543, 4.2391)
Si (0.4517, -4.8509, 3.4938)
C (-0.5565, -6.3379, 2.9952)
C (-0.5083, -3.7565, 4.6699)
C (0.8271, -3.8351, 1.9355)
Te (-0.9562, -3.1003, 1.0147)
C (-0.5560, -3.7352, -0.9884)
Si (0.7702, -2.7550, -1.9067)
C (0.8941, -3.4217, -3.6431)
C (0.1820, -0.9542, -2.0478)
C (2.4157, -2.8704, -1.0493)
H (1.9298, -5.9279, 5.1554)
H (2.6970, -4.4860, 4.4896)
H (2.6559, -5.9802, 3.5510)
H (-0.7553, -6.9683, 3.8645)
H (-0.0250, -6.9500, 2.2631)
H (-1.5217, -6.0583, 2.5676)
H (-0.8101, -4.3165, 5.5575)
H (-1.4217, -3.3581, 4.2177)
H (0.1010, -2.9151, 5.0072)
H (1.3069, -4.4524, 1.1739)
H (1.4801, -2.9818, 2.1237)
H (-1.5184, -3.6737, -1.5012)
H (-0.3074, -4.7954, -0.9103)
H (-0.0694, -3.3963, -4.1560)
H (1.2449, -4.4556, -3.6408)
H (1.6036, -2.8379, -4.2341)
H (-0.3739, -0.8390, -2.9816)
H (1.0232, -0.2584, -2.0804)
H (-0.5349, -0.5824, -1.3020)
H (2.7462, -3.9104, -0.9958)
H (2.4099, -2.4525, -0.0437)
H (3.1696, -2.3217, -1.6194)



Record 2
Entry from the Open Molecules 2025 dataset: a structure of composition C40H52FN8O7PSY (ωB97M-V/def2-TZVPD).

Calculated values
Charge   -1
Gap between HOMO and LUMO   7.0 eV
E_LUMO   2.18 eV
ΔE to the lowest compared entry with this formula, charge and spin   0.000 eV
HOMO   -4.78 eV

Positions of all 111 atoms, in Å:
Y (1.1135, 0.2740, -0.9550)
C (-2.4068, 2.4625, 2.1470)
C (-2.5322, 2.2636, 0.6608)
C (-1.8756, 3.1062, -0.2334)
C (-2.0297, 2.9557, -1.6060)
C (-1.2919, 3.8513, -2.5621)
C (-2.8428, 1.9276, -2.0767)
C (-3.4826, 1.0515, -1.2110)
C (-4.2905, -0.1053, -1.7318)
C (-3.3249, 1.2413, 0.1588)
H (-2.7065, 1.5634, 2.6884)
H (-3.0338, 3.2903, 2.4872)
H (-1.3783, 2.6940, 2.4159)
H (-1.2190, 3.8793, 0.1503)
H (-1.8992, 4.0798, -3.4397)
H (-0.3841, 3.3545, -2.9093)
H (-1.0053, 4.7858, -2.0797)
H (-2.9647, 1.7973, -3.1485)
H (-4.9389, -0.5129, -0.9543)
H (-3.6248, -0.9032, -2.0742)
H (-4.9149, 0.1870, -2.5769)
H (-3.8306, 0.5759, 0.8525)
C (5.1802, -1.0677, 0.5394)
C (4.2249, -0.1907, -0.2272)
O (3.0103, -0.1739, 0.2288)
C (4.6452, 0.4607, -1.3580)
C (3.6699, 1.1803, -2.1422)
C (3.5637, 0.9434, -3.6199)
N (2.8030, 1.9959, -1.6082)
N (3.1786, 2.5664, -0.3938)
C (2.2602, 2.6072, 0.5070)
O (1.0922, 2.0206, 0.4291)
C (2.5787, 3.3862, 1.7371)
C (1.5757, 3.6634, 2.6564)
C (1.8446, 4.4021, 3.8031)
C (3.1298, 4.8598, 4.0457)
C (4.1409, 4.5799, 3.1312)
C (3.8699, 3.8540, 1.9850)
H (4.8466, -2.1066, 0.4757)
H (5.1692, -0.7728, 1.5918)
H (6.1974, -0.9964, 0.1575)
H (5.6069, 0.2087, -1.7855)
H (4.4365, 1.3923, -4.1038)
H (2.6655, 1.4212, -4.0105)
H (3.5549, -0.1211, -3.8516)
H (0.5808, 3.2969, 2.4533)
H (1.0472, 4.6163, 4.5051)
H (3.3448, 5.4323, 4.9399)
H (5.1484, 4.9330, 3.3161)
H (4.6411, 3.6285, 1.2613)
O (-0.1680, -0.9956, 0.3636)
P (-0.2661, -1.7724, 1.6446)
N (-1.8373, -1.8177, 2.1208)
C (-2.3344, -2.0860, 3.4736)
C (-3.6243, -2.8721, 3.2383)
C (-4.1204, -2.3197, 1.9024)
C (-2.8335, -2.1928, 1.0990)
N (0.5269, -1.1790, 2.9536)
C (0.1994, 0.1911, 3.4207)
C (1.3771, 0.5372, 4.3194)
C (2.5476, -0.0641, 3.5476)
C (1.9997, -1.3960, 3.0428)
N (0.3043, -3.2800, 1.3776)
C (1.1265, -3.6637, 0.2115)
C (1.2750, -5.1683, 0.3877)
C (1.3222, -5.3300, 1.9069)
C (0.2678, -4.3352, 2.3920)
H (-2.5500, -1.1472, 3.9955)
H (-1.6057, -2.6349, 4.0714)
H (-4.3371, -2.7508, 4.0535)
H (-3.3973, -3.9364, 3.1347)
H (-4.5710, -1.3346, 2.0492)
H (-4.8530, -2.9620, 1.4151)
H (-2.8703, -1.4422, 0.3121)
H (-2.5660, -3.1540, 0.6416)
H (-0.7582, 0.1981, 3.9429)
H (0.1553, 0.8848, 2.5743)
H (1.2619, 0.0547, 5.2947)
H (1.4781, 1.6112, 4.4660)
H (3.4466, -0.1943, 4.1501)
H (2.7900, 0.5666, 2.6893)
H (2.1974, -2.2108, 3.7467)
H (2.4322, -1.6440, 2.0738)
H (2.1031, -3.1705, 0.2372)
H (0.6393, -3.3796, -0.7178)
H (2.1596, -5.5434, -0.1230)
H (0.3973, -5.6804, -0.0157)
H (2.3058, -5.0273, 2.2750)
H (1.1238, -6.3454, 2.2492)
H (0.4900, -3.9392, 3.3871)
H (-0.7249, -4.8021, 2.4301)
F (-5.1339, -1.6235, -4.9398)
C (-4.2628, -0.6587, -5.2727)
C (-2.9609, -0.7788, -4.9918)
N (-2.0427, 0.1869, -5.3234)
C (-0.6340, -0.0157, -4.9617)
C (-0.4779, -0.0350, -3.4344)
O (-0.9766, -0.9738, -2.8042)
O (0.1463, 0.9494, -2.9239)
C (-2.4199, 1.3500, -5.9648)
O (-1.6520, 2.2218, -6.3084)
N (-3.7808, 1.4405, -6.2080)
C (-4.7918, 0.5246, -5.9240)
O (-5.9469, 0.7455, -6.2159)
H (-2.5682, -1.6352, -4.4607)
H (-0.0700, 0.7965, -5.4051)
H (-0.3074, -0.9753, -5.3631)
H (-4.0759, 2.2907, -6.6654)
S (3.6023, -3.8263, -2.6950)
C (2.6895, -2.5100, -2.3844)
N (2.0108, -1.5852, -2.1535)